No. 1
{
  "formula": "C34H48BiN3P",
  "method": "ωB97M-V/def2-TZVPD",
  "energy_ev": -55632.39954,
  "total_charge": -1,
  "de_lowest_kcal_mol": 0.0,
  "multiplicity": 1,
  "homo_ev": [-1.631, -1.519],
  "symbols": ["Bi", "P", "N", "N", "N", "C", "C", "C", "C", "C", "C", "C", "C", "C", "C", "C", "C", "C", "C", "C", "C", "C", "C", "C", "C", "C", "C", "C", "C", "C", "C", "C", "C", "C", "C", "C", "C", "C", "C", "H", "H", "H", "H", "H", "H", "H", "H", "H", "H", "H", "H", "H", "H", "H", "H", "H", "H", "H", "H", "H", "H", "H", "H", "H", "H", "H", "H", "H", "H", "H", "H", "H", "H", "H", "H", "H", "H", "H", "H", "H", "H", "H", "H", "H", "H", "H", "H"],
  "positions_angstrom": [[0.576, 0.739, 0.888], [1.398, 0.997, 3.440], [-2.123, 1.512, 0.659], [-1.463, 3.176, -0.581], [-2.197, -1.762, 2.470], [0.911, 2.658, 4.052], [3.972, -0.326, 3.501], [3.240, 1.016, 3.485], [-2.864, 3.180, -0.567], [-2.183, 3.329, -3.420], [-2.933, -1.522, 4.749], [2.271, -1.304, -1.319], [-1.814, 0.086, 1.050], [-1.010, -0.657, -2.990], [0.937, 4.391, 0.434], [1.207, 5.023, -3.289], [-3.036, -0.137, 4.601], [0.588, 4.401, -1.015], [0.838, -0.252, 4.656], [-2.299, -0.426, 2.330], [0.158, -2.218, -1.273], [-0.999, -3.045, -0.859], [-2.735, 0.427, 3.366], [1.909, -3.274, 0.313], [0.261, 2.724, 5.433], [1.506, 4.929, -1.926], [-0.937, 3.926, -2.858], [1.451, -0.561, -2.221], [1.467, -2.318, -0.728], [-1.011, 2.225, 0.302], [-2.525, -2.292, 3.651], [0.986, -1.713, 4.236], [2.175, 5.684, -4.230], [3.696, -1.048, -1.000], [1.859, 0.637, -2.995], [-3.270, 2.135, 0.176], [-0.015, 4.518, -3.735], [-0.626, 3.882, -1.490], [0.147, -1.136, -2.199], [5.049, -0.143, 3.392], [3.562, 1.591, 2.602], [-3.425, 3.915, -1.110], [3.208, 5.399, -3.996], [1.343, 3.411, 0.744], [1.048, -3.735, 0.814], [3.830, -0.864, 4.446], [2.117, 6.780, -4.158], [-0.265, 4.572, -4.799], [-3.079, 3.909, -3.163], [1.047, 1.379, -3.056], [-3.152, -2.016, 5.694], [4.328, -1.885, -1.336], [-0.222, -0.044, 4.874], [-1.943, -1.120, -2.647], [1.961, 5.406, -5.268], [2.466, 5.300, -1.555], [-1.939, -0.605, 0.204], [3.861, -0.936, 0.085], [0.897, 2.282, 6.208], [-2.099, 3.335, -4.513], [0.621, -2.354, 5.049], [-1.407, -2.744, 0.123], [1.822, 3.276, 4.029], [-2.342, 2.288, -3.111], [2.531, -2.785, 1.079], [0.224, 3.069, 3.294], [0.387, -1.950, 3.348], [0.095, 3.774, 5.700], [2.514, -4.085, -0.124], [2.029, -1.988, 4.040], [1.397, -0.065, 5.588], [-1.804, -2.982, -1.601], [3.511, 1.614, 4.369], [-4.247, 1.768, 0.425], [-0.714, 2.222, 5.447], [0.092, 4.642, 1.088], [-1.121, 0.437, -2.916], [4.054, -0.138, -1.493], [2.133, 0.362, -4.026], [1.734, 5.128, 0.608], [-0.697, -4.099, -0.778], [2.728, 1.132, -2.541], [-2.451, -3.380, 3.746], [-2.807, 1.491, 3.167], [-0.888, -0.899, -4.060], [3.674, -0.986, 2.673], [-3.355, 0.501, 5.423]]
}

No. 2
{
  "formula": "C34H48GeN6O7SScSe4Si3",
  "method": "ωB97M-V/def2-TZVPD",
  "energy_ev": -432391.46054,
  "total_charge": -2,
  "de_lowest_kcal_mol": 21.6,
  "multiplicity": 2,
  "homo_ev": [-2.868, -2.871],
  "symbols": ["Se", "Se", "Se", "Se", "Ge", "Sc", "S", "Si", "Si", "Si", "O", "O", "O", "O", "O", "O", "O", "N", "N", "N", "N", "N", "N", "C", "C", "C", "C", "C", "C", "C", "C", "C", "C", "C", "C", "C", "C", "C", "C", "C", "C", "C", "C", "C", "C", "C", "C", "C", "C", "C", "C", "C", "C", "C", "C", "C", "C", "H", "H", "H", "H", "H", "H", "H", "H", "H", "H", "H", "H", "H", "H", "H", "H", "H", "H", "H", "H", "H", "H", "H", "H", "H", "H", "H", "H", "H", "H", "H", "H", "H", "H", "H", "H", "H", "H", "H", "H", "H", "H", "H", "H", "H", "H", "H", "H"],
  "positions_angstrom": [[5.726, -0.822, -1.860], [4.704, -2.682, -1.189], [2.400, 1.316, -1.673], [4.273, 0.784, -2.859], [-0.080, -1.552, -2.210], [0.784, -0.079, -0.002], [-1.879, 7.509, 5.632], [0.840, -1.519, -4.469], [-2.379, -1.100, -2.828], [-0.276, -3.946, -1.779], [-3.413, 1.020, 0.997], [-1.943, 6.805, 6.910], [-1.764, 8.952, 5.733], [2.665, -0.329, 0.664], [-2.814, 7.043, 4.629], [-0.054, 1.991, -0.561], [-1.168, -0.189, 0.537], [0.926, 1.518, 2.037], [-0.196, 5.774, 4.419], [0.827, 7.542, 5.603], [0.633, -1.758, 1.493], [-0.337, 3.295, -2.357], [-0.672, -1.970, 1.914], [-0.178, 3.143, 3.411], [5.151, -2.994, 2.594], [-3.780, -0.098, 1.657], [2.916, -2.319, 1.944], [-5.527, -1.298, 2.799], [0.957, 0.269, -5.137], [-0.158, 1.970, 2.674], [2.044, 2.231, 2.153], [2.000, 6.960, 5.426], [-3.372, -2.309, 2.538], [0.990, 3.900, 3.508], [-0.090, -2.424, -5.879], [-0.235, 6.910, 5.105], [2.585, -2.255, -4.576], [-5.087, -0.168, 2.139], [-2.904, -1.178, 1.870], [0.055, 3.099, -1.095], [-1.500, -1.114, 1.401], [5.653, -1.818, 2.029], [2.147, 5.749, 4.768], [0.986, 5.183, 4.253], [-0.980, -4.965, -3.235], [3.794, -3.218, 2.563], [0.602, 4.282, -0.350], [2.125, 3.411, 2.870], [1.381, -4.761, -1.326], [4.813, -0.909, 1.431], [-2.603, 0.785, -3.045], [-4.674, -2.378, 2.996], [-1.433, -4.383, -0.331], [1.500, -2.515, 2.058], [3.428, -1.156, 1.309], [-3.030, -1.806, -4.485], [-3.739, -1.657, -1.624], [5.202, 0.000, 0.990], [2.916, -2.365, -5.613], [1.545, 0.305, -6.059], [-0.619, 2.488, -2.893], [-4.122, -1.774, -4.502], [-2.684, -3.132, 2.670], [-0.034, 0.681, -5.352], [-0.349, -4.877, -4.122], [-3.538, -1.329, -0.607], [0.533, 5.202, -0.929], [-1.082, -3.921, 0.592], [1.855, -4.225, -0.500], [3.378, -4.110, 3.023], [-1.042, -6.025, -2.970], [-3.819, -2.747, -1.601], [3.062, 3.952, 2.902], [0.073, 4.396, 0.596], [-4.715, -1.257, -1.913], [-6.550, -1.341, 3.154], [3.112, 5.269, 4.678], [2.860, 7.480, 5.839], [6.720, -1.626, 2.046], [1.445, 0.922, -4.409], [-5.740, 0.678, 1.971], [1.649, 4.075, -0.129], [-2.662, -1.233, -5.338], [-1.479, -5.465, -0.172], [5.821, -3.712, 3.049], [-0.927, -1.839, -6.260], [-3.607, 1.056, -3.380], [-2.412, 1.298, -2.099], [-1.893, 1.151, -3.795], [-0.143, 4.153, -2.837], [3.299, -1.605, -4.071], [-1.081, 3.492, 3.891], [-0.483, -3.386, -5.547], [1.143, -3.292, 2.735], [-1.983, -4.625, -3.501], [-1.054, 1.368, 2.590], [2.091, -4.744, -2.157], [-2.450, -4.027, -0.503], [2.635, -3.232, -4.089], [2.913, 1.827, 1.645], [-2.722, -2.843, -4.630], [-2.515, 0.853, 0.630], [0.599, -2.610, -6.707], [1.240, -5.801, -1.018], [-5.022, -3.268, 3.505]]
}

No. 3
{
  "formula": "C34H48N3",
  "method": "ωB97M-V/def2-TZVPD",
  "energy_ev": -40499.60215,
  "total_charge": 1,
  "multiplicity": 1,
  "homo_ev": -10.152,
  "symbols": ["N", "N", "N", "C", "C", "C", "C", "C", "C", "C", "C", "C", "C", "C", "C", "C", "C", "C", "C", "C", "C", "C", "C", "C", "C", "C", "C", "C", "C", "C", "C", "C", "C", "C", "C", "C", "C", "H", "H", "H", "H", "H", "H", "H", "H", "H", "H", "H", "H", "H", "H", "H", "H", "H", "H", "H", "H", "H", "H", "H", "H", "H", "H", "H", "H", "H", "H", "H", "H", "H", "H", "H", "H", "H", "H", "H", "H", "H", "H", "H", "H", "H", "H", "H", "H"],
  "positions_angstrom": [[1.103, 0.205, -2.976], [0.110, 2.151, -3.987], [1.583, 2.301, -2.167], [1.864, -2.902, -3.605], [2.843, -3.884, -3.832], [3.102, -0.843, 3.164], [1.548, -2.718, 2.872], [3.961, -2.408, -5.407], [-5.523, 2.103, 4.453], [3.565, 0.463, 3.003], [-1.043, 1.489, -4.576], [2.740, 1.381, 2.340], [-3.179, -0.768, 3.575], [1.926, -1.692, -4.307], [0.915, 1.510, -3.066], [2.988, -1.439, -5.177], [-2.404, -1.782, 4.371], [0.556, 2.017, 1.257], [1.922, -1.296, 2.609], [-4.615, 1.239, 2.278], [0.883, -0.605, -4.159], [-3.152, -3.064, 1.272], [-3.145, -0.690, 2.164], [-3.924, 0.430, 0.024], [-3.891, 0.322, 1.528], [-4.680, 1.149, 3.665], [-2.409, -1.709, 1.273], [-3.956, 0.142, 4.293], [-0.901, -1.877, 1.549], [4.885, 0.868, 3.588], [1.512, 0.997, 1.812], [0.005, -0.813, 1.060], [3.878, -3.635, -4.742], [0.485, 3.421, -4.605], [1.127, -0.394, 1.806], [1.224, 3.680, -1.857], [2.612, 1.674, -1.361], [3.569, 2.206, -1.445], [-4.931, 2.645, 5.199], [-0.080, 4.254, -4.160], [-4.578, 1.258, -0.272], [1.558, 3.622, -4.502], [-5.989, 2.837, 3.790], [-0.826, 1.144, -5.602], [-2.655, -3.768, 0.591], [-0.122, -1.052, -4.156], [-3.212, -3.516, 2.271], [-0.454, 1.877, 1.666], [-2.473, -1.358, 0.236], [1.831, 4.397, -2.429], [-4.006, 0.045, 5.380], [0.458, 1.948, 0.164], [-4.318, -0.478, -0.455], [-2.930, 0.638, -0.397], [4.772, -2.194, -6.106], [1.383, 3.868, -0.786], [-5.160, 2.030, 1.756], [5.337, 0.014, 4.102], [0.933, 0.003, -5.078], [1.064, -3.076, -2.887], [-0.609, -2.861, 1.134], [5.582, 1.218, 2.816], [0.899, 3.035, 1.494], [3.061, 2.425, 2.258], [-1.895, 2.180, -4.602], [4.758, 1.677, 4.318], [1.216, -3.239, 1.971], [0.245, 3.392, -5.677], [-0.303, -0.279, 0.167], [2.421, -3.263, 3.252], [3.706, -1.546, 3.746], [-0.777, -1.929, 2.636], [-4.178, -2.920, 0.905], [2.791, -4.836, -3.299], [3.037, -0.472, -5.672], [-1.306, 0.632, -3.948], [0.165, 3.861, -2.067], [4.638, -4.391, -4.923], [-2.844, -1.853, 5.376], [2.712, 0.637, -1.692], [0.773, -2.805, 3.650], [-2.413, -2.786, 3.932], [-6.324, 1.580, 4.991], [-1.358, -1.470, 4.533], [2.316, 1.645, -0.311]]
}

No. 4
{
  "formula": "C34H48N4O4S5Tl",
  "method": "ωB97M-V/def2-TZVPD",
  "energy_ev": -109056.42089,
  "total_charge": -1,
  "de_lowest_kcal_mol": 14.8,
  "multiplicity": 1,
  "homo_ev": -4.341,
  "symbols": ["Tl", "S", "S", "S", "S", "S", "O", "O", "O", "O", "N", "N", "N", "N", "C", "C", "C", "C", "C", "C", "C", "C", "C", "C", "C", "C", "C", "C", "C", "C", "C", "C", "C", "C", "C", "C", "C", "C", "C", "C", "C", "C", "C", "C", "C", "C", "C", "C", "H", "H", "H", "H", "H", "H", "H", "H", "H", "H", "H", "H", "H", "H", "H", "H", "H", "H", "H", "H", "H", "H", "H", "H", "H", "H", "H", "H", "H", "H", "H", "H", "H", "H", "H", "H", "H", "H", "H", "H", "H", "H", "H", "H", "H", "H", "H", "H"],
  "positions_angstrom": [[2.174, 1.115, 0.093], [4.071, 4.926, -2.783], [2.713, 2.826, -4.140], [1.995, 5.492, -0.789], [5.411, 3.515, -5.102], [0.208, 3.001, -2.541], [2.946, -0.837, 2.836], [4.523, 0.895, 2.751], [0.539, 4.510, 2.812], [0.591, 2.857, 1.400], [0.014, -2.095, 0.552], [3.349, 3.369, 1.113], [-1.748, -0.434, -0.843], [2.525, 3.890, 2.099], [0.674, -3.801, 3.808], [1.354, -4.675, -1.252], [2.265, -3.976, -0.228], [-0.854, 4.273, 3.005], [3.673, -1.535, 3.759], [0.323, -0.834, -2.933], [-0.759, -0.473, 2.863], [-1.108, -2.471, 0.161], [1.837, 3.559, -2.762], [0.190, -2.847, 2.884], [0.620, -2.923, 1.553], [-0.862, -0.484, -3.786], [-0.748, 4.219, -3.497], [2.698, -2.586, -0.711], [-2.824, 1.024, -4.076], [-3.790, 1.375, 0.066], [-4.371, 1.805, -2.341], [2.004, -4.771, 2.124], [4.166, 3.769, -4.036], [-2.293, -2.336, 3.428], [1.596, -3.876, 1.201], [-2.628, 1.909, 0.954], [-3.519, 1.152, -1.428], [-0.808, -1.892, 3.428], [-1.829, -1.684, -0.813], [-2.058, 0.240, -3.168], [-2.460, 0.321, -1.856], [-4.398, 0.130, 0.767], [-3.971, 1.664, -3.682], [-1.262, -1.781, -4.508], [1.521, -4.819, 3.413], [3.550, 0.395, 2.230], [1.208, 3.698, 2.002], [2.481, 4.535, -2.069], [-1.443, 4.663, 2.128], [-2.439, 2.941, 0.561], [1.213, -5.658, -0.971], [2.782, 4.765, 2.512], [0.653, -0.087, -2.274], [-2.921, -1.518, 3.789], [-1.125, 3.199, 3.232], [-5.217, 2.448, -2.093], [-2.435, -3.224, 4.047], [-0.327, -2.269, -4.869], [0.258, -0.176, 2.619], [-1.192, 0.290, 3.495], [-3.643, -0.729, 0.856], [-1.350, -0.487, 1.949], [-2.605, -2.605, 2.366], [-4.612, 2.067, -4.443], [3.082, -4.646, -0.021], [-1.764, 3.973, -3.357], [4.243, 3.047, 1.499], [-0.530, 5.177, -3.091], [3.433, -1.282, 4.841], [-1.754, -2.472, -3.756], [0.377, -3.716, 4.826], [-0.439, 0.236, -4.496], [-1.972, -1.634, -5.342], [-2.920, 1.897, 1.991], [-4.532, 2.135, 0.080], [-2.446, -2.233, -1.470], [-0.512, -1.807, 4.506], [-2.580, 1.042, -5.128], [-1.689, 1.385, 0.869], [-0.434, 4.212, -4.513], [3.471, -2.100, -0.109], [0.326, -4.227, -1.255], [-1.533, -3.416, 0.410], [-4.768, 0.247, 1.785], [2.823, -5.385, 1.798], [1.755, -5.615, 4.125], [1.174, -1.085, -3.617], [-1.104, 4.819, 3.940], [0.286, -1.837, -2.465], [3.460, 4.082, 0.374], [1.769, -2.044, -0.844], [3.569, -2.623, 3.632], [1.853, -4.669, -2.244], [3.180, -2.746, -1.707], [-5.144, -0.361, 0.140], [4.793, -1.310, 3.738]]
}

No. 5
{
  "formula": "C34H48NP2V",
  "method": "ωB97M-V/def2-TZVPD",
  "energy_ev": -81777.59883,
  "total_charge": 2,
  "multiplicity": 1,
  "homo_ev": [-13.859, -13.859],
  "symbols": ["V", "P", "P", "N", "C", "C", "C", "C", "C", "C", "C", "C", "C", "C", "C", "C", "C", "C", "C", "C", "C", "C", "C", "C", "C", "C", "C", "C", "C", "C", "C", "C", "C", "C", "C", "C", "C", "C", "H", "H", "H", "H", "H", "H", "H", "H", "H", "H", "H", "H", "H", "H", "H", "H", "H", "H", "H", "H", "H", "H", "H", "H", "H", "H", "H", "H", "H", "H", "H", "H", "H", "H", "H", "H", "H", "H", "H", "H", "H", "H", "H", "H", "H", "H", "H", "H"],
  "positions_angstrom": [[-0.269, -0.177, -0.306], [-0.334, 2.224, -0.797], [-0.477, -2.477, -1.056], [1.335, -0.077, -1.135], [1.833, 0.756, 2.571], [1.798, 3.394, -2.288], [-2.180, 1.085, 5.790], [-0.363, 0.304, 3.815], [-0.989, 1.772, 5.625], [-1.561, -0.386, 3.995], [-0.792, -1.396, -3.584], [3.264, -3.535, 0.270], [-1.621, 2.355, -2.118], [3.580, 2.063, -3.190], [-1.207, -5.203, -0.732], [-0.107, -0.163, 1.411], [1.936, -3.578, -0.100], [-3.004, 2.061, -1.528], [-0.705, -2.745, -2.864], [2.032, -1.247, -0.745], [0.377, -3.641, -3.464], [-1.454, 3.165, 1.567], [1.259, 2.270, -1.673], [0.606, -0.155, 2.720], [-0.676, 4.944, -0.034], [-2.465, 0.000, 4.972], [1.089, -1.595, 3.013], [3.063, 0.936, -2.568], [-0.086, 1.388, 4.640], [-0.421, 3.531, 0.495], [1.920, 1.041, -1.791], [-1.616, 3.611, -2.987], [-1.278, -3.817, -0.091], [-2.736, -3.408, 0.163], [3.980, -2.339, 0.157], [2.963, 3.298, -3.036], [3.366, -1.205, -0.324], [1.307, -2.455, -0.650], [-3.025, 1.135, -0.940], [-1.456, 3.936, 2.339], [-3.343, 2.871, -0.883], [-2.461, 3.121, 1.152], [-3.287, -3.307, -0.775], [0.139, -3.843, -4.509], [1.314, 4.355, -2.188], [-3.235, -4.176, 0.752], [1.351, -3.148, -3.431], [4.472, 1.976, -3.794], [3.380, 4.178, -3.504], [3.548, -0.023, -2.695], [-1.705, 5.053, -0.374], [0.142, -0.836, -3.494], [0.253, -2.292, 3.078], [-2.806, -2.465, 0.708], [-3.386, -0.552, 5.103], [-1.236, -0.282, 1.386], [5.017, -2.298, 0.460], [-2.293, 3.454, -3.828], [-0.529, 5.647, 0.786], [1.607, -1.598, 3.972], [1.543, 1.787, 2.366], [-0.008, 5.236, -0.841], [0.582, 3.489, 0.933], [-0.739, -3.819, 0.861], [1.389, -4.504, 0.002], [-1.739, -5.232, -1.684], [-1.677, -3.243, -2.936], [-2.881, 1.385, 6.558], [-0.975, -1.556, -4.647], [-1.615, -0.788, -3.198], [2.457, 0.398, 1.751], [-0.189, -5.549, -0.898], [-3.734, 1.954, -2.331], [-1.791, -1.252, 3.381], [-0.754, 2.612, 6.266], [3.909, -0.270, -0.376], [0.460, -4.597, -2.951], [-0.631, 3.824, -3.397], [-1.337, 1.513, -2.764], [-1.235, 2.217, 2.055], [2.429, 0.735, 3.483], [3.750, -4.426, 0.643], [-1.967, 4.485, -2.443], [-1.694, -5.918, -0.067], [0.837, 1.942, 4.536], [1.780, -1.934, 2.239]]
}

- Number 3 is which compound?
  C34H48N3